Record 1
An isolated molecule of C3H3F4N, computed with ωB97M-V with the def2-TZVPD basis set.

Atoms and positions in Å:
1 N -1.433 -1.329 -0.589
2 C -0.443 -0.383 -0.941
3 C -0.303 0.743 0.047
4 F -1.189 0.663 1.082
5 F 0.040 1.959 -0.363
6 C 0.755 -0.305 0.110
7 F 1.941 -0.137 -0.452
8 F 0.759 -1.148 1.118
9 H -2.441 -0.801 -0.443
10 H -1.391 -2.200 -1.285
11 H -0.144 -0.054 -1.915

Properties
electronic energy: -15517.2604 eV
spin multiplicity: 1
HOMO energy: -9.52 eV
Kohn-Sham gap: 10.203 eV
relative energy (zero: lowest compared OMol25 entry of this formula, charge and spin): 30.8 kcal/mol
SMILES: NC1C(F)(F)C1(F)F

---

Record 2
A cluster of 2 separate species, C3H3F4N in total, computed with ωB97M-V with the def2-TZVPD basis set.

Atoms and positions in Å:
1 N -0.702 1.753 0.317
2 C -1.390 0.901 0.000
3 C -2.279 -0.198 -0.388
4 F -3.375 -0.219 0.405
5 F -1.658 -1.388 -0.247
6 H -2.608 -0.091 -1.438
7 F 3.042 -1.274 0.431
8 C 2.417 -0.093 0.314
9 F 1.531 -0.185 -0.697
10 H 1.865 0.118 1.241
11 H 3.157 0.677 0.062

Properties
electronic energy: -15518.5883 eV
spin multiplicity: 1
HOMO energy: -12.26 eV
Kohn-Sham gap: 13.026 eV
relative energy (zero: lowest compared OMol25 entry of this formula, charge and spin): 0.2 kcal/mol
SMILES: N#CC(F)F.FCF

---

Record 3
A structure of composition C3H3FIO2, computed with ωB97M-V with the def2-TZVPD basis set.

Atoms and positions in Å:
1 C -0.380 -0.385 1.586
2 C -0.011 0.548 0.455
3 C 0.136 -0.254 -1.367
4 O -0.217 0.238 2.615
5 O -0.687 -1.524 1.296
6 F -0.835 0.292 -2.114
7 I 2.066 0.125 -2.328
8 H 0.835 1.240 0.569
9 H -0.958 1.022 0.239
10 H 0.051 -1.302 -0.952

Properties
electronic energy: -18072.5356 eV
spin multiplicity: 1
HOMO energy: -4.33 eV
Kohn-Sham gap: 7.085 eV
relative energy (zero: lowest compared OMol25 entry of this formula, charge and spin): 37.7 kcal/mol
net charge: -1

---

Record 4
A cluster of 2 separate species, C3H3FN2O in total, computed with ωB97M-V with the def2-TZVPD basis set.

Atoms and positions in Å:
1 N 0.732 -0.268 0.637
2 C 0.374 0.759 0.150
3 C -0.370 1.653 -0.426
4 F -1.174 2.390 0.355
5 H 1.427 -0.476 1.321
6 H 0.028 2.231 -1.175
7 N -1.671 -1.517 0.202
8 C -2.505 -0.686 0.102
9 O -3.428 -0.019 -0.017
10 H -0.758 -1.460 0.637

Properties
electronic energy: -10902.1378 eV
spin multiplicity: 1
HOMO energy: -9.45 eV
Kohn-Sham gap: 9.845 eV
relative energy (zero: lowest compared OMol25 entry of this formula, charge and spin): 63.4 kcal/mol
SMILES: N=C=CF.N=C=O

---

Record 5
An isolated molecule of C3H3FN2O, computed with ωB97M-V with the def2-TZVPD basis set.

Atoms and positions in Å:
1 F -4.027 -0.808 -0.092
2 O -3.421 0.457 0.095
3 C -1.910 0.441 -0.011
4 C -0.955 -0.656 -0.043
5 C 0.282 -0.004 0.061
6 N 0.072 1.294 -0.053
7 N -1.228 1.625 -0.028
8 H -1.164 -1.739 -0.105
9 H 1.362 -0.352 -0.077
10 H 0.810 1.953 0.118

Properties
electronic energy: -10899.5922 eV
spin multiplicity: 1
HOMO energy: -9.80 eV
Kohn-Sham gap: 10.493 eV
relative energy (zero: lowest compared OMol25 entry of this formula, charge and spin): 122.1 kcal/mol
SMILES: FOc1cc[nH]n1

---

Record 6
A structure of composition C3H3FN2S, computed with ωB97M-V with the def2-TZVPD basis set.

Atoms and positions in Å:
1 C 0.961 -1.029 -1.140
2 C -0.277 -1.507 -0.768
3 C -0.313 0.864 0.306
4 N 1.357 0.120 -0.863
5 N -0.560 1.854 1.086
6 F -0.537 1.608 2.762
7 S -1.276 -0.485 0.367
8 H 1.436 -1.724 -1.932
9 H -0.742 -2.460 -0.911
10 H -0.048 2.759 1.091

Properties
electronic energy: -19685.2429 eV
spin multiplicity: 1
HOMO energy (alpha / beta): -8.82 / -8.82 eV
Kohn-Sham gap (alpha / beta): 7.076 / 6.970 eV
relative energy (zero: lowest compared OMol25 entry of this formula, charge and spin): 165.9 kcal/mol